ORCA calculation (ωB97M-V/def2-TZVPD) on one molecule with the formula C3H5N3 at a distorted geometry.

Each line ends with the Mulliken charge.
Geometry (Å):
H: -2.36015 0.64936 -0.23137  0.215
N: -1.95120 -0.19906 -0.15883  -0.816
C: -0.60914 -0.17443 -0.15607  0.492
C: 0.19293 1.13293 0.10368  -0.347
N: 1.57872 0.48867 -0.17739  -0.481
C: 1.38930 -0.73560 -0.12736  -0.026
N: 0.08130 -1.17843 0.15133  -0.164
H: -0.12402 1.89604 -0.56513  0.283
H: 0.29399 1.74876 1.08544  0.229
H: 2.00852 -1.64464 -0.38408  0.293
H: -0.50025 -1.98360 0.45979  0.322

Values from the calculation:
Lowest unoccupied orbital energy in eV: 0.770
SMILES: [H]/N=C1\CN=CN1
Gap between HOMO and LUMO in Eh: 0.3607
E_HOMO in eV: -9.05
DFT total energy in Eh: -281.489923